{"formula": "C4HNS", "method": "ωB97M-V/def2-TZVPD", "relative_energy_kcal_mol": 2.6, "total_charge": 0, "e_lumo_ha": -0.07287, "orbital_gap_ev": 7.848, "smiles": "N#CC#CC=S", "symbols": ["S", "N", "C", "C", "C", "C", "H"], "positions_angstrom": [[2.46530, -0.47449, 0.00048], [-3.67771, -0.44483, 0.03341], [1.35556, 0.70302, 0.04545], [-1.25382, 0.33694, -0.05392], [-2.57729, -0.10249, 0.01206], [-0.06422, 0.55312, -0.06836], [1.53770, 1.76215, 0.14712]]}